[1]
Molecular formula: C6H15N2O2S
Method: DFT, ωB97M-V/def2-TZVPD

Geometry as ORCA input:
```
! RIJCOSX wB97M-V def2-TZVPD def2/J DEFGRID3
* xyz 1 1
C 2.227 -0.360 -0.966
C 0.686 -0.551 1.454
C -0.434 -1.736 -0.284
C 0.906 0.316 -0.815
C -2.121 0.893 -0.741
C -1.283 0.445 0.442
N -3.308 1.502 -0.205
N -0.026 -0.387 0.186
O 4.746 -0.327 -0.334
O 3.381 1.087 1.054
S 3.509 0.424 -0.132
H 2.570 -0.704 -1.939
H 1.626 0.100 1.568
H -0.035 -0.577 2.265
H 1.210 -1.534 1.549
H -0.896 -1.651 -1.259
H 0.449 -2.200 -0.291
H -0.949 -2.289 0.439
H 1.030 1.375 -0.541
H 0.462 0.407 -1.827
H -1.487 1.726 -1.165
H -2.404 0.126 -1.405
H -1.825 -0.343 1.092
H -1.104 1.333 1.116
H -3.798 0.737 0.253
H -3.133 2.187 0.487
*
```

Computed properties:
SMILES string: C[N+](C)(CC=S(=O)=O)CCN
Calculated total energy, Eh: -895.3837
Energy relative to the best compared isomer or geometry (same formula, charge and spin), eV: 1.4752
F_max, eV Å⁻¹: 9.24

[2]
Molecular formula: C6H15N2O3P
Method: DFT, ωB97M-V/def2-TZVPD

Geometry as ORCA input:
```
! RIJCOSX wB97M-V def2-TZVPD def2/J DEFGRID3
* xyz 0 1
C 1.333 0.355 -1.564
C 0.476 1.358 0.385
C 0.042 -1.258 -0.393
C 1.681 0.682 -3.013
C -0.191 2.607 0.910
C -0.906 -2.432 -0.883
N -1.195 -1.300 3.462
N -0.605 -0.219 2.846
O -2.173 0.378 0.316
O 0.928 1.574 -0.897
O 0.306 -0.547 -1.560
P -0.808 0.053 0.645
H 2.115 -0.201 -1.051
H 1.307 1.177 1.166
H 0.875 -1.799 0.096
H 0.813 0.457 -3.585
H 2.471 -0.136 -3.230
H 2.094 1.681 -3.198
H -0.563 2.405 1.995
H -1.023 2.866 0.336
H 0.533 3.451 0.893
H -0.349 -3.326 -1.352
H -1.575 -1.953 -1.543
H -1.547 -2.897 -0.013
H -2.078 -1.424 2.900
H -0.723 -2.131 3.433
H -1.240 0.577 2.897
*
```

Computed properties:
Calculated total energy, Eh: -914.0897
Energy relative to the best compared isomer or geometry (same formula, charge and spin), eV: 1.6436
F_max, eV Å⁻¹: 5.35

[3]
Molecular formula: C6H15N2OP
Method: DFT, ωB97M-V/def2-TZVPD

Geometry as ORCA input:
```
! RIJCOSX wB97M-V def2-TZVPD def2/J DEFGRID3
* xyz 0 1
C -2.698 -1.107 -0.367
C -2.013 1.340 0.010
C 2.754 0.241 -0.971
C 1.763 0.282 1.367
C -1.804 -0.110 0.306
C 1.562 0.496 -0.116
N 1.255 -2.556 0.134
N 0.287 -2.224 -0.627
O 0.087 -0.227 -2.364
P 0.200 -0.585 -0.951
H -3.836 -0.898 -0.164
H -2.437 -1.076 -1.321
H -2.653 -2.164 -0.028
H -1.957 1.681 -0.970
H -1.523 1.992 0.659
H -3.006 1.674 0.056
H 2.909 -0.928 -1.031
H 2.646 0.669 -1.983
H 3.593 0.639 -0.355
H 1.938 -0.850 1.607
H 0.871 0.466 2.008
H 2.617 0.815 1.791
H -1.514 -0.330 1.288
H 1.381 1.622 -0.305
H 1.014 -3.582 0.488
*
```

Computed properties:
Calculated total energy, Eh: -763.5869
Energy relative to the best compared isomer or geometry (same formula, charge and spin), eV: 4.1322
F_max, eV Å⁻¹: 5.75

[4]
Molecular formula: C6H15N3
Method: DFT, ωB97M-V/def2-TZVPD

Geometry as ORCA input:
```
! RIJCOSX wB97M-V def2-TZVPD def2/J DEFGRID3
* xyz 0 1
C 1.133 -0.033 0.345
C 0.927 0.952 1.428
C 2.197 0.340 -0.685
C 1.313 -1.472 0.822
N -0.250 -0.102 -0.607
H -0.188 -0.890 -1.249
H -0.261 0.758 -1.149
H 2.289 -1.554 1.302
H -0.570 1.221 1.365
H 1.085 0.535 2.420
H 1.499 1.870 1.294
H 2.047 1.360 -1.047
H 2.218 -0.340 -1.544
H 3.174 0.308 -0.201
H 0.561 -1.747 1.562
H 1.282 -2.198 0.002
C -1.626 -0.133 0.295
C -2.881 -0.174 -1.715
N -2.782 -0.470 -0.490
N -1.726 1.044 1.008
H -2.121 1.793 0.444
H -1.410 -0.979 0.948
H -3.806 -0.408 -2.237
H -2.104 0.319 -2.312
*
```

Computed properties:
Calculated total energy, Eh: -401.7415
Energy relative to the best compared isomer or geometry (same formula, charge and spin), eV: 3.9660
F_max, eV Å⁻¹: 0.50

[5]
Molecular formula: C6H15N3O2
Method: DFT, ωB97M-V/def2-TZVPD

Geometry as ORCA input:
```
! RIJCOSX wB97M-V def2-TZVPD def2/J DEFGRID3
* xyz 0 1
C 0.411 1.292 -0.017
C 0.560 2.696 -0.568
C 2.156 -0.198 -0.819
N 0.821 0.129 -0.850
N 2.803 0.018 -1.892
N 2.645 -0.652 0.452
H 1.098 1.294 0.798
H -0.475 1.005 0.716
H -0.180 2.783 -1.369
H 1.618 2.808 -0.833
H 0.310 -0.035 -1.809
H -0.952 -1.326 3.038
H 3.735 -0.235 -2.045
H 2.865 0.033 1.221
H 2.033 -1.132 1.073
H 0.608 3.534 0.234
C -1.786 -1.725 0.463
C -2.044 -1.149 -0.954
C -2.366 -0.905 1.561
O -3.379 -0.270 1.629
O -1.594 -0.465 2.647
H -2.034 -2.803 0.736
H -0.612 -1.738 0.507
H -1.758 -0.043 -1.084
H -3.109 -1.334 -1.117
H -1.377 -1.585 -1.720
*
```

Computed properties:
SMILES string: [H]/N=C(\N)NCC.CCC(=O)O
Calculated total energy, Eh: -552.2460
Energy relative to the best compared isomer or geometry (same formula, charge and spin), eV: 3.1454
F_max, eV Å⁻¹: 6.99

[6]
Molecular formula: C6H15N5
Method: DFT, ωB97M-V/def2-TZVPD

Geometry as ORCA input:
```
! RIJCOSX wB97M-V def2-TZVPD def2/J DEFGRID3
* xyz 2 1
C 0.654 -0.660 -0.298
C 1.741 1.295 -0.175
C 1.962 -1.122 0.331
C -0.455 0.407 0.226
C -1.055 0.247 1.607
C -2.464 -0.671 -0.950
N 1.908 0.030 -0.647
N 0.392 1.571 0.119
N 2.486 -2.304 -0.055
N 2.649 2.202 -0.350
N -1.528 0.462 -0.798
H 0.442 -1.213 -1.129
H 2.279 -0.812 1.346
H -1.495 1.083 1.959
H -0.136 -0.019 2.276
H -1.626 -0.622 1.622
H -3.219 -0.492 -0.120
H -2.971 -0.685 -1.918
H -1.939 -1.555 -0.681
H 0.159 2.215 0.957
H 2.377 -2.638 -1.058
H 3.460 -2.449 0.349
H 3.405 1.680 -0.770
H 2.541 3.236 -0.355
H -2.045 1.274 -0.452
H -1.193 0.841 -1.726
*
```

Computed properties:
SMILES string: C[NH2+][C@]1(C)NC(=[NH2+])N2[C@H](N)[C@H]21
Calculated total energy, Eh: -510.7271
Energy relative to the best compared isomer or geometry (same formula, charge and spin), eV: 0.6630
F_max, eV Å⁻¹: 5.76

[7]
Molecular formula: C6H15N5O
Method: DFT, ωB97M-V/def2-TZVPD

Geometry as ORCA input:
```
! RIJCOSX wB97M-V def2-TZVPD def2/J DEFGRID3
* xyz 2 1
C -2.690 -1.083 -0.444
C -0.740 0.051 0.297
C -2.176 0.315 -0.222
C 3.195 -1.546 -0.390
C 2.187 0.273 0.654
C 1.409 0.965 -0.464
N -1.789 -1.937 -0.179
N -0.567 -1.227 0.160
N -2.225 1.165 -1.205
N -3.110 1.046 1.190
N 2.185 -1.097 0.506
O 1.269 2.251 -0.614
H -3.648 -1.393 -0.878
H 4.123 -1.581 0.037
H 2.936 -2.522 -0.670
H 3.186 -0.863 -1.239
H 3.224 0.819 0.602
H 1.739 0.529 1.535
H 1.126 0.242 -1.212
H -2.808 1.058 -2.016
H -1.386 1.713 -1.230
H -2.957 1.966 0.919
H -2.736 0.777 2.142
H -4.094 0.710 1.030
H 0.397 -1.623 0.166
H 2.216 -1.563 1.334
H 1.734 2.555 0.191
*
```

Computed properties:
Calculated total energy, Eh: -585.8366
Energy relative to the best compared isomer or geometry (same formula, charge and spin), eV: 4.8694
F_max, eV Å⁻¹: 4.32

[8]
Molecular formula: C6H15N6O12Pb
Method: DFT, ωB97M-V/def2-TZVPD

Geometry as ORCA input:
```
! RIJCOSX wB97M-V def2-TZVPD def2/J DEFGRID3
* xyz -1 1
Pb -0.636 -0.377 -0.609
O -1.004 -3.693 -2.865
C -0.550 -2.549 -3.509
O -0.620 -1.472 -2.831
O -0.139 -2.662 -4.661
H -1.068 -3.394 -1.942
O 2.068 2.859 -2.327
C 0.869 2.240 -2.774
O 0.618 1.160 -2.168
O 0.231 2.823 -3.636
H 2.456 2.100 -1.871
O -0.599 -4.047 1.748
C -0.859 -2.912 1.019
O -0.630 -1.807 1.588
O -1.310 -3.045 -0.124
H -0.141 -3.643 2.498
C 2.719 -1.337 -0.539
O 1.531 -1.559 -0.661
N 3.284 -0.190 0.004
N 3.649 -2.202 -1.065
H 2.654 0.360 0.559
H 3.982 0.188 -0.609
H 3.317 -2.709 -1.870
H 4.632 -2.028 -0.967
C -3.569 1.461 0.899
O -2.476 1.061 0.524
N -4.698 0.705 0.841
N -3.743 2.737 1.340
H -5.588 1.056 1.137
H -4.611 -0.254 0.558
H -2.991 3.397 1.348
H -4.661 3.047 1.602
C 0.838 1.760 1.916
O 0.517 1.502 0.771
N 0.350 1.039 2.976
N 1.730 2.738 2.261
H -0.166 0.202 2.740
H 0.426 1.331 3.931
H 2.062 2.777 3.206
H 2.126 3.335 1.558
*
```

Computed properties:
Calculated total energy, Eh: -1662.2304
Energy relative to the best compared isomer or geometry (same formula, charge and spin), eV: 0.8111
F_max, eV Å⁻¹: 2.22

What did the third record say?
Molecular formula: C6H15N2OP
Method: DFT, ωB97M-V/def2-TZVPD

Geometry as ORCA input:
```
! RIJCOSX wB97M-V def2-TZVPD def2/J DEFGRID3
* xyz 0 1
C -2.698 -1.107 -0.367
C -2.013 1.340 0.010
C 2.754 0.241 -0.971
C 1.763 0.282 1.367
C -1.804 -0.110 0.306
C 1.562 0.496 -0.116
N 1.255 -2.556 0.134
N 0.287 -2.224 -0.627
O 0.087 -0.227 -2.364
P 0.200 -0.585 -0.951
H -3.836 -0.898 -0.164
H -2.437 -1.076 -1.321
H -2.653 -2.164 -0.028
H -1.957 1.681 -0.970
H -1.523 1.992 0.659
H -3.006 1.674 0.056
H 2.909 -0.928 -1.031
H 2.646 0.669 -1.983
H 3.593 0.639 -0.355
H 1.938 -0.850 1.607
H 0.871 0.466 2.008
H 2.617 0.815 1.791
H -1.514 -0.330 1.288
H 1.381 1.622 -0.305
H 1.014 -3.582 0.488
*
```

Computed properties:
Calculated total energy, Eh: -763.5869
Energy relative to the best compared isomer or geometry (same formula, charge and spin), eV: 4.1322
F_max, eV Å⁻¹: 5.75

> Among the records above, which one has the highest calculated total energy?

C6H15N3

> energy relative to the best compared isomer or geometry (same formula, charge and spin) of number 6 (C6H15N5)?

0.6630 eV